Density functional theory data (ωB97M-V/def2-TZVPD) for C30H81BF6N8O11PbS2 as an isolated structure.

Properties
Total charge: 0
E in hartree: -4070.37301
HOMO energy in eV: -8.65
LUMO level in eV: -0.01
Spin multiplicity: 1

The geometry in XYZ format:
```
140
Properties=species:S:1:pos:R:3:forces:R:3:lowdin_charge:R:1
Pb -1.34033 -1.41077 1.48500 0.493 0.392 -0.534 1.561
C -4.78225 0.47972 3.67754 0.688 0.121 0.798 -0.658
F -5.22231 -0.68812 4.12123 0.183 -0.188 -0.016 0.143
F -5.19156 0.62150 2.42759 -0.251 0.163 -0.119 0.142
F -5.26981 1.43414 4.45365 -0.231 0.228 -0.193 0.159
S -2.87401 0.66319 3.67922 -0.288 0.220 -2.037 0.619
O -2.65032 1.16009 2.33606 0.205 -0.984 -0.047 -0.349
O -2.39572 1.54796 4.69426 -0.426 -0.765 0.349 -0.249
N -2.40355 -0.96092 3.72337 -1.237 2.977 0.357 -0.427
S -2.13234 -1.18080 5.26267 2.793 -1.144 2.821 0.566
O -0.74969 -0.87734 5.62281 -1.548 -0.633 -0.430 -0.280
O -3.15958 -0.71577 6.16135 0.063 -0.566 -0.698 -0.265
C -2.20262 -3.06423 5.26588 0.102 0.684 0.277 -0.662
F -1.50823 -3.59109 4.24312 -0.066 0.087 -0.360 0.099
F -1.65806 -3.53527 6.38006 -0.252 0.076 0.071 0.152
F -3.46673 -3.46704 5.16994 -0.057 -0.228 -0.049 0.136
B 0.17203 0.34120 -0.15545 0.003 0.063 -0.015 -0.513
H 0.97355 1.15530 -0.34003 0.066 0.356 -0.296 -0.016
H -0.56947 0.40212 -1.03202 -1.005 -0.024 -1.292 -0.010
H 0.64016 -0.71889 -0.06008 0.510 -1.225 0.053 -0.025
H -0.36118 0.62822 0.83099 -0.816 0.413 1.219 -0.068
C 2.83393 -3.41815 3.18110 -0.271 -0.158 0.562 -0.054
C 1.55793 -2.58345 3.09366 1.259 0.371 -0.744 -0.391
C 1.97670 -1.10576 2.98312 -1.419 -0.691 -0.231 -0.163
O 0.76092 -0.36683 2.97943 -0.152 0.283 0.424 -0.304
C 0.98885 1.02954 3.02894 0.074 0.483 -0.615 -0.084
N 0.85705 -2.97413 1.83581 0.934 -1.133 -0.143 -0.021
H 3.38911 -3.28472 2.25093 0.194 -0.052 0.096 0.081
H 2.58117 -4.47357 3.31032 0.062 -0.033 -0.140 0.080
H 3.45139 -3.14669 4.03925 0.065 0.099 -0.103 0.085
H 0.89416 -2.73104 3.94116 -0.036 0.076 0.080 0.127
H 2.47129 -0.94908 2.01816 0.332 0.045 0.126 0.120
H 2.60716 -0.81279 3.82232 0.069 0.052 0.050 0.139
H 1.47173 1.35683 3.95177 0.190 -0.273 0.053 0.109
H 0.06343 1.59834 2.94247 -0.307 -0.422 0.122 0.077
H 1.56801 1.30470 2.14089 0.259 0.123 0.305 0.068
H 1.57672 -2.92105 1.10082 -0.232 1.177 -0.209 0.069
H 0.89548 -4.00183 1.82802 -0.954 0.036 0.516 0.087
C -0.02111 2.23092 -3.91598 -0.800 -0.959 -0.529 -0.032
C 0.51250 0.79609 -4.01105 0.295 0.220 0.828 -0.428
C 1.09384 0.48297 -5.39265 0.263 -0.209 0.455 -0.195
O 0.18476 0.64966 -6.45974 -0.015 0.206 0.136 -0.169
C -0.92059 -0.21003 -6.38739 -0.545 0.075 -0.365 -0.125
N 1.55348 0.61454 -2.97662 0.542 -0.310 -0.884 0.061
H -0.96360 2.30267 -4.46948 -0.023 0.001 0.048 0.074
H 0.63515 2.95738 -4.39025 0.317 0.049 0.461 0.085
H -0.25687 2.40448 -2.86737 0.221 0.495 -0.011 0.061
H -0.27449 0.08432 -3.72321 -0.400 0.150 -0.562 0.117
H 1.52208 -0.52689 -5.43659 -0.197 -0.231 0.215 0.109
H 1.95518 1.13442 -5.54926 -0.213 0.286 -0.179 0.132
H -0.63831 -1.26840 -6.38607 0.156 -0.045 0.098 0.087
H -1.53466 -0.02568 -7.26947 0.174 -0.033 -0.137 0.090
H -1.58657 -0.01453 -5.54018 0.236 0.022 0.221 0.069
H 1.90927 -0.33379 -3.09969 0.199 0.183 0.063 0.034
H 1.12572 0.61811 -2.05649 -0.067 0.221 -0.197 -0.015
C -3.44328 -5.66267 1.13410 0.671 -0.489 -0.866 -0.047
C -2.61642 -4.39290 0.86868 -1.222 0.048 1.568 -0.415
C -2.19526 -4.24945 -0.56654 1.137 -0.268 -0.749 -0.193
O -1.29161 -3.16548 -0.71318 -0.198 0.865 0.464 -0.309
C -0.67058 -3.09603 -1.98522 0.310 -0.159 0.065 -0.064
N -3.39694 -3.19975 1.36573 -0.370 -0.852 -0.846 -0.006
H -3.79760 -5.76585 2.15789 -0.001 0.384 0.045 0.081
H -2.82622 -6.54778 0.95158 -0.022 -0.009 -0.057 0.083
H -4.28418 -5.72982 0.44085 -0.136 0.091 0.114 0.086
H -1.74024 -4.44188 1.51977 0.258 0.006 -0.250 0.114
H -3.00396 -4.13686 -1.29848 -0.329 0.006 0.303 0.132
H -1.60327 -5.12680 -0.86577 -0.429 -0.337 0.155 0.139
H -1.41596 -3.11231 -2.78356 -0.011 -0.185 -0.076 0.092
H 0.05230 -3.91446 -2.06302 -0.184 -0.177 -0.301 0.099
H -0.08748 -2.18104 -2.08131 -0.186 0.193 0.347 0.082
H -3.85679 -3.48772 2.22902 0.427 0.185 0.260 0.076
H -4.20798 -3.14954 0.74361 0.190 0.480 -0.153 0.092
C 5.25085 2.61988 0.41866 0.402 1.205 1.608 -0.061
C 3.80127 2.66267 0.92283 -0.119 -0.454 -1.136 -0.395
C 3.11451 3.99502 0.64720 -0.079 0.278 0.252 -0.209
O 3.48835 4.96233 1.60903 1.086 -0.247 0.384 -0.162
C 2.94580 6.23070 1.43377 -0.458 0.959 -0.323 -0.140
N 3.10810 1.60354 0.16916 0.048 0.444 -0.300 0.034
H 5.40991 2.77751 -0.64717 -0.445 -0.322 -0.137 0.081
H 5.76553 1.73740 0.79372 -0.106 -0.255 -0.336 0.068
H 5.77000 3.45638 0.90368 0.088 -0.001 -0.076 0.079
H 3.77018 2.43756 1.98967 0.016 0.009 0.053 0.136
H 2.01676 3.97933 0.66525 1.063 -1.062 0.085 0.058
H 3.40332 4.27751 -0.37672 0.010 0.374 -0.022 0.141
H 1.84711 6.22030 1.46653 0.858 0.449 0.834 0.042
H 3.19692 6.67905 0.46232 0.212 -0.155 -0.092 0.106
H 3.29405 6.92081 2.19974 0.240 -0.288 0.196 0.102
H 3.27433 1.81528 -0.81727 0.260 -0.319 -0.062 0.081
H 2.09007 1.70148 0.17474 0.618 0.032 0.730 -0.007
C -4.40079 1.40892 -0.71245 -0.939 0.153 0.293 -0.045
C -4.25309 -0.09835 -0.81537 0.418 0.289 -1.791 -0.379
C -4.46254 -0.48306 -2.29513 -0.352 -0.240 0.078 -0.198
O -4.25128 -1.89112 -2.42475 0.535 0.178 -0.307 -0.222
C -4.37075 -2.29629 -3.78009 -0.549 -0.802 0.448 -0.101
N -2.88983 -0.52756 -0.45207 -0.890 -0.636 -0.030 -0.004
H -5.35406 1.71631 -1.15634 -0.097 -0.125 0.168 0.085
H -3.66270 1.97956 -1.27684 0.410 -0.312 0.167 0.085
H -4.40724 1.73745 0.32442 0.225 0.083 -0.036 0.063
H -5.03297 -0.68212 -0.31980 0.250 0.280 0.697 0.140
H -3.78558 0.06454 -2.96293 0.209 -0.007 0.126 0.129
H -5.48185 -0.25476 -2.63032 -0.071 0.083 0.152 0.131
H -3.80977 -1.66086 -4.46493 -0.177 0.212 -0.040 0.084
H -5.43910 -2.37745 -4.00036 0.012 0.507 -0.510 0.092
H -4.01939 -3.32331 -3.90716 0.336 0.083 0.338 0.082
H -2.79665 -1.40466 -0.96263 0.403 -0.132 0.162 0.043
H -2.22141 0.09472 -0.88913 0.081 0.293 0.044 0.030
C 0.47479 5.03340 -0.04828 -1.015 0.251 -0.759 -0.066
C -0.28217 4.14858 0.94542 0.720 -0.569 -0.375 -0.428
C -1.11431 4.94593 1.93527 0.533 0.879 -0.392 -0.164
O -0.30274 5.88421 2.64778 -0.222 -0.123 0.283 -0.192
C 0.64606 5.26230 3.51074 -0.340 0.384 -0.299 -0.089
N -1.09988 3.20100 0.18010 -0.217 -0.014 0.301 0.077
H 1.21013 5.70001 0.40014 -1.089 -0.500 -0.837 0.026
H -0.22888 5.61142 -0.65358 -0.171 0.133 0.194 0.100
H 0.99675 4.39881 -0.77073 -0.099 0.044 0.017 0.082
H 0.48245 3.57335 1.48900 -0.135 0.066 0.263 0.106
H -1.67597 4.36733 2.67156 -0.098 -0.385 -0.281 0.125
H -1.76960 5.55296 1.30638 -0.356 -0.038 0.352 0.129
H 1.00619 6.02704 4.19717 0.209 0.117 -0.208 0.096
H 1.44662 4.88446 2.87491 0.253 -0.334 0.687 0.060
H 0.20663 4.49002 4.14960 -0.130 -0.252 -0.279 0.094
H -1.22700 2.39210 0.77844 -0.526 -0.007 0.063 0.021
H -0.52070 2.80306 -0.55255 0.024 0.218 -0.126 0.031
C 5.43213 -1.41756 -1.07314 -0.763 -1.150 0.483 -0.049
C 4.05751 -1.48624 -1.74676 0.511 1.224 0.961 -0.447
C 3.84706 -2.63246 -2.69830 0.887 0.972 -0.255 -0.203
O 2.65553 -2.30539 -3.38342 -0.379 -0.954 0.002 -0.230
C 2.31807 -3.20678 -4.42242 -0.023 0.321 0.128 -0.101
N 3.04211 -1.43302 -0.68240 -0.169 -0.319 -0.466 0.065
H 5.42232 -2.15076 -0.25761 0.260 -0.279 -0.211 0.075
H 5.54229 -0.48067 -0.53019 0.229 0.304 -0.519 0.060
H 6.22364 -1.65901 -1.78062 0.230 0.357 0.170 0.077
H 4.01186 -0.56158 -2.34258 -0.207 -0.196 -0.268 0.130
H 3.88472 -3.61210 -2.21025 -0.571 -0.063 0.030 0.133
H 4.68868 -2.59342 -3.40534 -0.026 -0.199 -0.108 0.130
H 2.94655 -3.04222 -5.30335 0.035 -0.023 -0.012 0.092
H 1.28046 -2.99115 -4.67783 0.012 -0.140 -0.122 0.077
H 2.41843 -4.24937 -4.10972 -0.055 -0.027 0.071 0.088
H 3.22670 -0.59344 -0.13410 0.001 0.071 0.063 0.032
H 2.14214 -1.21881 -1.11064 0.146 -0.233 0.140 0.016
```
Positions in Å, forces in eV/Å.